Entry 1:
47
Properties=species:S:1:pos:R:3 method="wB97M-V/def2-TZVPD" homo_ev=-8.577 multiplicity=1 e_lumo_ev=-0.26 orbital_gap_ev=8.32 mol_weight_g_mol=299.27 e_above_lowest_kcal_mol=86.6
O -4.40127 -2.34945 -1.87836
C -3.41262 -1.68045 -1.96386
O -3.22280 -0.76131 -2.94903
C -2.18691 -1.70156 -1.06786
C -2.63240 -1.91150 0.38986
C -2.45227 -0.66940 1.25212
O -1.10716 -0.45957 1.68428
N -1.43534 -2.84449 -1.61769
H -3.96819 -0.72865 -3.56272
H -1.59641 -0.79787 -1.10133
H -3.56046 -2.44556 0.44486
H -1.92626 -2.58027 0.92359
H -3.02367 -0.62868 2.20657
H -2.65736 0.29218 0.70807
H -1.65056 -3.72115 -1.17037
H -0.46367 -2.56732 -1.63810
H -0.49665 -1.20450 1.65644
H 4.38619 2.09592 -2.24330
H 4.49290 2.63169 -0.78615
O 4.15252 1.91209 -1.32758
H -0.29020 0.47798 0.07260
H 0.77237 1.53145 -0.56138
O 0.28167 0.70641 -0.65309
H 1.63108 -3.18217 1.71686
H 2.19424 -1.85267 2.30505
O 1.40199 -2.36357 2.15322
H -1.47636 3.24490 1.32529
H -0.00961 3.25167 0.63808
O -0.71729 3.75414 1.04889
H 2.02421 3.78612 -0.17463
H 2.59957 2.45747 -0.09247
O 1.73405 2.88538 0.02842
H 2.21418 -2.14287 -1.39117
H 1.90544 -3.61818 -1.22711
O 1.48268 -2.75321 -1.22155
H -2.95557 1.61951 -1.22437
H -4.30116 2.17245 -0.85298
O -3.66722 1.49605 -0.58596
H 1.15593 2.10380 2.51061
H 0.38671 2.15645 3.69043
O 1.32636 2.08451 3.46702
H 3.46875 0.20608 -2.33369
H 2.38100 -0.16032 -1.41419
O 2.85406 -0.52023 -2.18034
H 3.82902 0.25334 1.95758
H 3.34277 1.35052 2.97416
O 3.59370 1.17486 2.06529

Entry 2:
10
Properties=species:S:1:pos:R:3 method="wB97M-V/def2-TZVPD" homo_ev=-7.959 multiplicity=1 e_lumo_ev=-0.74 orbital_gap_ev=7.22 mol_weight_g_mol=196.87 e_above_lowest_kcal_mol=0.0
C -0.97015 -0.16190 -1.66442
C -0.11560 0.45673 -2.35392
C 1.07292 -0.27224 1.49077
C 1.65939 -1.05653 0.68988
O 2.02622 -1.42575 -0.42671
O -1.49900 -0.57701 -0.64079
Ag -1.21939 -1.02300 1.46844
Li 1.42114 -1.05590 -2.12588
H -0.02294 1.14510 -3.18261
H 1.25708 0.31406 2.37978

Entry 3:
10
Properties=species:S:1:pos:R:3 method="wB97M-V/def2-TZVPD" homo_ev="-9.453 / -9.459" multiplicity=2 e_lumo_ev="-5.29 / -5.29" charge=+1 s_squared=0.754 orbital_gap_ev="4.16 / 4.17" mol_weight_g_mol=196.87 e_above_lowest_kcal_mol=69.4
H 0.97352 -1.50906 -3.44461
C 0.49065 0.08426 -1.38130
C -0.55436 -0.49218 -0.80797
C -0.65213 -0.55572 0.61405
C -0.69054 -0.41519 1.83586
O -0.81436 -0.26350 3.06149
O 1.37366 0.83594 -1.63008
Li 1.87414 2.56018 -2.25142
Ag -0.75587 0.76672 5.48619
H -1.24472 -1.01145 -1.48221

Entry 4:
9
Properties=species:S:1:pos:R:3 method="wB97M-V/def2-TZVPD" homo_ev="-9.901 / -8.669" multiplicity=1 e_lumo_ev="-1.85 / -3.58" orbital_gap_ev="8.05 / 5.09" mol_weight_g_mol=225.87 e_above_lowest_kcal_mol=117.2
C -2.10577 1.85575 0.68270
C -1.53988 0.83159 0.48561
C 0.02709 -0.65051 -0.34898
C 0.95515 -0.64860 -1.19395
O -0.87679 -0.33864 0.53436
Br 2.83346 0.41154 -0.54041
Br 2.00151 -2.92308 1.76222
H -2.61570 2.77932 0.47085
H 1.32094 -1.31736 -1.85240

Entry 5:
11
Properties=species:S:1:pos:R:3 method="wB97M-V/def2-TZVPD" homo_ev=-9.827 multiplicity=1 e_lumo_ev=0.30 orbital_gap_ev=10.13 mol_weight_g_mol=204.95 e_above_lowest_kcal_mol=0.0
C 1.67696 -2.04072 0.07907
C 0.97658 -0.85704 0.08077
C 1.32011 0.44085 0.12002
C -0.83138 0.41324 0.10572
N 2.02112 -3.13067 0.11913
N -0.57307 -0.81720 0.12161
O 0.22533 1.26969 0.13120
P -2.51492 1.14298 0.34427
Br 3.07034 1.02621 0.27568
H -3.13031 0.52935 -0.63451
H -2.24076 2.02332 -0.74295

Entry 6:
9
Properties=species:S:1:pos:R:3 method="wB97M-V/def2-TZVPD" homo_ev="-5.258 / -5.258" multiplicity=1 e_lumo_ev="2.36 / 2.36" charge=-1 orbital_gap_ev="7.62 / 7.62" mol_weight_g_mol=161.96 e_above_lowest_kcal_mol=97.1
C -2.07047 -0.59777 1.80193
C -1.22997 -0.19201 1.03291
C 0.82956 1.16139 -1.05615
C 0.66581 -0.34644 -0.73241
O 1.80316 1.54256 -0.37574
O 0.16770 1.54389 -1.98509
Br 2.03385 -1.14170 0.21872
H -2.44376 -0.97169 2.68286
H 0.24412 -0.99824 -1.58705